Entry i
{
  "formula": "C4H8N2",
  "method": "the ωB97M-V functional and the def2-TZVPD basis",
  "homo_lumo_gap_ev": 11.15,
  "smiles": "CC[C@@H](N)C#N",
  "charge": 0,
  "e_lumo_ha": 0.0282,
  "homo_energy_ha": -0.382,
  "elements": ["C", "C", "C", "N", "C", "N", "H", "H", "H", "H", "H", "H", "H", "H"],
  "coordinates": [[1.5079, -0.8495, -0.2064], [0.6558, 0.4374, -0.3151], [-0.6790, 0.4096, 0.4818], [-1.5948, 1.4354, 0.0309], [-1.0846, -1.0120, 0.3867], [-0.7875, -2.1209, 0.2311], [2.1091, -0.8127, 0.7088], [2.1676, -0.9274, -1.0677], [0.9241, -1.8267, -0.2096], [1.1835, 1.3328, 0.0451], [0.4087, 0.6541, -1.3616], [-0.4713, 0.5825, 1.5432], [-1.9304, 1.2204, -0.9035], [-2.4091, 1.4770, 0.6362]]
}

Entry ii
{
  "formula": "C4H8N2",
  "method": "the ωB97M-V functional and the def2-TZVPD basis",
  "homo_lumo_gap_ev": [8.61, 8.61],
  "charge": 0,
  "e_lumo_ha": [-0.0039, -0.0039],
  "homo_energy_ha": [-0.320, -0.320],
  "elements": ["C", "C", "C", "C", "N", "N", "H", "H", "H", "H", "H", "H", "H", "H"],
  "coordinates": [[1.1631, 1.2428, 0.5893], [-0.4844, -1.0842, 0.9052], [-0.7263, 0.1234, 0.0358], [-1.5259, -0.0189, -1.1950], [-0.0701, 1.2920, 0.1484], [-0.5047, -0.3351, -1.8432], [1.0703, -0.0529, -1.5233], [-2.5845, 0.0268, -1.4334], [1.6668, 2.1988, 0.6897], [1.5005, 0.5024, 1.3145], [1.7452, 0.2917, -1.0644], [0.4839, -1.5418, 0.6796], [-0.4898, -0.7985, 1.9577], [-1.2442, -1.8464, 0.7389]]
}

Entry iii
{
  "formula": "C4H8N2",
  "method": "the ωB97M-V functional and the def2-TZVPD basis",
  "homo_lumo_gap_ev": 10.72,
  "smiles": "C1N[C@H]1[C@H]1CN1",
  "charge": 0,
  "e_lumo_ha": 0.0444,
  "homo_energy_ha": -0.349,
  "elements": ["C", "N", "C", "C", "C", "N", "H", "H", "H", "H", "H", "H", "H", "H"],
  "coordinates": [[-0.6299, -1.6903, -0.3366], [0.5559, -1.7651, 0.5089], [-0.2852, -0.5689, 0.5611], [0.4768, 0.5605, -0.0529], [-0.1598, 1.7728, -0.6261], [0.5385, 1.8300, 0.6594], [-1.4785, -2.3246, -0.0984], [-0.4350, -1.5660, -1.4023], [0.4583, -2.3882, 1.3009], [-0.9087, -0.3580, 1.4293], [1.3773, 0.0655, -0.4450], [-1.2403, 1.9005, -0.5516], [0.2837, 2.2616, -1.4936], [1.4468, 2.2702, 0.5470]]
}

Entry iv
{
  "formula": "C4H8N2",
  "method": "the ωB97M-V functional and the def2-TZVPD basis",
  "homo_lumo_gap_ev": 8.74,
  "smiles": "C/C=N\\N1CC1",
  "charge": 0,
  "e_lumo_ha": 0.0252,
  "homo_energy_ha": -0.296,
  "elements": ["C", "C", "C", "C", "H", "H", "H", "H", "H", "H", "H", "H", "N", "N"],
  "coordinates": [[0.8251, 0.8431, 1.3077], [-0.6582, 0.4314, 1.4881], [-0.0908, -0.1143, -1.8924], [-0.1411, -1.4250, -0.9418], [1.3408, 0.5031, 2.2591], [1.4493, 0.3655, 0.6396], [0.9020, 2.0516, 1.2087], [-0.9606, 0.9167, 2.3707], [0.7628, 0.6792, -1.7322], [-0.8159, -0.2284, -2.9215], [0.4444, -1.4281, -0.0267], [-0.3917, -2.3332, -1.5355], [-1.6108, 0.0491, 0.5927], [-1.0554, -0.3106, -0.8164]]
}

Pick entry i: it beats the second-best structure by 0.0473 hartree.